Density functional theory data (ωB97M-V/def2-TZVPD) for a molecular structure, C16H25CoN4S4.

Atoms and positions in Å:
1 Co 0.079918 0.223475 -0.737290
2 C 3.162669 -0.983361 4.232097
3 C 2.663698 -2.027534 3.246731
4 N 2.761065 -1.573673 1.852814
5 C 1.884776 -0.744922 1.297428
6 S 2.251517 -0.028006 -0.282254
7 N 0.767763 -0.420585 1.910814
8 N 0.127942 0.507219 1.133024
9 C -0.344617 1.596723 1.608638
10 C -0.489208 1.911074 3.051456
11 C -0.476936 2.597377 0.534387
12 C -0.859614 3.908591 0.729772
13 C -0.762076 4.807738 -0.326233
14 C -0.282430 4.365763 -1.546519
15 C 0.058329 3.029463 -1.684349
16 N -0.032019 2.167015 -0.675417
17 H 3.083447 -1.365730 5.248931
18 H 2.568536 -0.072041 4.164031
19 H 4.207448 -0.735751 4.045270
20 H 1.621338 -2.278720 3.437068
21 H 3.245518 -2.944585 3.318785
22 H 3.624466 -1.729399 1.357035
23 H -0.284939 1.029999 3.651799
24 H -1.503350 2.262103 3.251886
25 H 0.198601 2.709742 3.337040
26 H -1.213688 4.228002 1.700022
27 H -1.048544 5.841560 -0.189110
28 H -0.169635 5.034696 -2.387352
29 H 0.421299 2.637594 -2.626332
30 C -2.510621 -2.011132 -0.822179
31 C -3.114659 -0.627268 -0.961348
32 S -2.014679 0.549599 -1.775042
33 C -1.840687 -0.081502 -3.469596
34 C -0.869503 -1.235594 -3.634672
35 S 0.666972 -0.869867 -2.744371
36 C 1.085454 -2.511713 -2.122789
37 C 0.097343 -3.125322 -1.125699
38 S -0.822199 -1.913757 -0.127402
39 H -2.497156 -2.557602 -1.760131
40 H -3.102062 -2.592276 -0.113933
41 H -3.309619 -0.177798 0.013785
42 H -4.064934 -0.658891 -1.495645
43 H -1.500718 0.787431 -4.035840
44 H -2.840383 -0.324548 -3.831997
45 H -0.625171 -1.378281 -4.687327
46 H -1.277476 -2.168825 -3.260015
47 H 2.065058 -2.380202 -1.671362
48 H 1.209294 -3.157437 -2.993278
49 H 0.642365 -3.754181 -0.422954
50 H -0.637892 -3.764663 -1.612376

Cartesian forces, eV/Å:
Co -0.4 -0.9 -0.2
C 0.0 0.0 0.0
C 0.0 0.0 0.0
N 0.0 0.0 -0.1
C -0.1 0.1 0.2
S -0.1 -0.2 0.1
N 0.1 -0.1 0.1
N -0.3 -0.1 0.0
C 0.2 0.3 -0.1
C 0.0 0.0 0.0
C -0.1 0.1 -0.2
C 0.0 0.0 0.0
C 0.0 0.0 0.0
C 0.0 0.0 0.0
C 0.1 0.0 0.0
N 0.4 0.3 -0.1
H 0.0 0.0 0.0
H 0.0 0.0 0.0
H 0.0 0.0 0.0
H 0.0 0.0 0.0
H 0.0 0.0 0.0
H 0.0 0.0 0.0
H 0.0 0.0 0.0
H 0.0 0.0 0.0
H 0.0 0.0 0.0
H 0.0 0.0 0.0
H 0.0 0.0 0.0
H 0.0 0.0 0.0
H 0.0 0.0 0.0
C -0.1 0.0 0.2
C 0.0 -0.1 -0.1
S -0.4 0.0 0.4
C 0.1 0.1 0.0
C -0.1 0.1 0.0
S 0.2 0.4 -0.1
C 0.1 -0.1 0.0
C 0.0 0.0 -0.1
S 0.4 0.0 -0.1
H 0.0 0.0 0.0
H 0.0 0.0 0.0
H 0.0 0.0 0.0
H 0.0 0.0 0.0
H 0.0 0.0 0.0
H 0.0 0.0 0.0
H 0.0 0.0 0.0
H 0.0 0.0 0.0
H 0.0 0.0 0.0
H 0.0 0.0 0.0
H 0.0 0.0 0.0
H 0.0 0.0 0.0

Its total energy is -103912.40610 eV. The calculation puts the frontier orbital gap at 7.49 eV. The net charge is +2.